Record 1
A molecular structure, C32H23FMoN5O8 at a distorted geometry, computed with ωB97M-V/def2-TZVPD.

XYZ file:
```
70
Properties=species:S:1:pos:R:3:forces:R:3
Mo -0.5209 1.1003 -0.7511 0.059 -0.167 -1.199
O -6.2236 0.6476 -3.1153 -0.041 -0.006 -0.017
C -4.9745 0.7750 -2.6603 0.001 0.032 0.115
C -3.8471 0.6483 -3.4821 0.016 -0.032 -0.099
C -2.6138 0.7995 -2.8998 -0.063 -0.116 0.074
N -2.4813 1.0686 -1.6070 0.099 0.193 -0.032
C -3.5404 1.1757 -0.8126 0.240 0.099 0.089
C -4.8178 1.0384 -1.2945 -0.116 -0.027 -0.109
C -3.1266 1.4391 0.6160 -0.110 -0.196 -0.067
O -3.9051 1.5333 1.5206 0.010 0.098 0.042
O -1.8050 1.5228 0.7141 0.198 -0.197 -0.021
C -1.2682 0.6688 -3.5670 -0.564 0.288 -0.360
O -1.1014 0.4629 -4.7278 0.116 -0.079 0.139
O -0.2960 0.8771 -2.6651 0.324 -0.125 1.009
H -6.2409 0.4688 -4.0632 0.003 0.000 -0.010
H -3.9214 0.4309 -4.5404 -0.003 0.002 0.008
H -5.6732 1.1303 -0.6403 0.009 -0.004 0.007
C 2.0525 -3.4428 4.6796 -0.010 0.002 -0.003
C 0.6888 -3.8415 4.1418 0.033 -0.016 0.010
C 0.6190 -5.3331 3.8619 -0.005 -0.004 -0.001
C -0.7784 -5.7223 3.4166 -0.002 0.019 0.010
C -1.2071 -4.8865 2.2431 0.028 -0.003 0.040
C -2.1466 -5.3523 1.3544 -0.022 -0.021 -0.004
C -2.5325 -4.5802 0.2618 -0.002 0.000 0.004
F -3.4521 -5.0770 -0.5721 -0.006 -0.006 0.001
C -1.9967 -3.3506 0.0215 0.002 0.029 -0.018
C -1.0310 -2.8558 0.9084 0.022 -0.041 0.036
C -0.4476 -1.5536 0.6607 0.002 -0.028 -0.162
O -0.8549 -0.8966 -0.3585 -0.073 0.039 0.305
C 0.5330 -1.1137 1.5626 0.065 0.056 -0.021
C 0.8633 -1.9147 2.6387 -0.018 0.019 0.006
N 0.3269 -3.0977 2.8924 -0.003 -0.004 0.019
C -0.6379 -3.6149 2.0222 -0.024 -0.003 -0.049
C 1.3142 0.1573 1.4510 -0.036 -0.123 0.055
O 2.2289 0.3945 2.1944 0.015 0.031 -0.027
O 0.9566 1.0071 0.4883 -0.132 0.272 0.148
H 2.2924 -4.1105 5.5057 0.004 -0.002 -0.004
H 2.0847 -2.4290 5.0745 -0.005 0.004 -0.011
H 2.8248 -3.5563 3.9171 0.009 0.004 0.012
H -0.0800 -3.5876 4.8776 -0.022 0.010 -0.017
H 0.8892 -5.8641 4.7738 0.008 -0.002 -0.002
H 1.3583 -5.5935 3.0990 -0.004 -0.001 -0.005
H -1.4790 -5.5705 4.2435 -0.004 -0.009 -0.001
H -0.8279 -6.7781 3.1523 0.002 0.001 -0.010
H -2.5936 -6.3292 1.4897 0.006 0.006 0.003
H -2.2976 -2.7645 -0.8340 0.000 -0.005 0.003
H 1.6164 -1.5439 3.3160 0.003 -0.016 0.009
C -0.0671 5.4305 -0.1167 0.059 0.102 -0.024
C -0.4815 4.1200 -0.0778 -0.051 -0.083 -0.112
N -0.0668 3.2190 -0.9909 -0.067 0.063 0.153
C 0.8006 3.6086 -1.9282 0.062 -0.020 0.057
C 1.3188 4.8931 -1.9946 -0.007 -0.055 -0.045
C 0.8400 5.8266 -1.0903 -0.021 0.027 0.085
C 2.3636 5.2168 -2.9863 -0.106 0.030 -0.007
C 3.4998 4.5486 -3.1749 0.098 0.014 -0.033
C 4.0363 3.4113 -2.4005 -0.004 -0.078 -0.004
C 5.1041 2.6808 -2.9052 0.014 0.002 -0.014
C 5.5658 1.6226 -2.1403 -0.023 -0.008 0.000
N 5.0373 1.3109 -0.9614 -0.021 0.019 0.007
C 4.0331 2.0846 -0.5542 0.008 -0.014 -0.008
N 3.5034 3.1081 -1.2116 0.014 0.022 0.017
H -0.4356 6.1278 0.6215 0.002 -0.003 0.001
H -1.1543 3.7561 0.6847 -0.005 0.003 0.004
H 1.1131 2.8571 -2.6403 0.023 0.007 0.006
H 1.2034 6.8461 -1.1180 -0.003 0.000 -0.002
H 2.1764 6.0831 -3.6119 -0.008 -0.007 -0.003
H 4.1466 4.8849 -3.9779 -0.005 0.010 0.015
H 5.5534 2.9222 -3.8586 0.000 0.004 0.002
H 6.3849 1.0021 -2.4859 0.008 0.007 0.008
H 3.5960 1.8533 0.4113 0.021 -0.011 0.002
```
Forces are in eV/Å.

HOMO energy (alpha / beta)   -10.66 / -10.67 eV
Charge   +1
Kohn-Sham gap (alpha / beta)   6.51 / 6.51 eV
Largest force on an atom   1.21 eV/A

=====

Record 2
A molecular structure, C32H23I2N2O4PSTa at a distorted geometry, computed with ωB97M-V/def2-TZVPD.

XYZ file:
```
66
Properties=species:S:1:pos:R:3:forces:R:3
Ta -0.8512 -0.2789 -1.7552 -2.473 6.195 1.322
I -0.6298 4.7044 -2.2027 -0.552 0.256 -0.113
C 0.9672 3.4654 -2.3178 0.033 -1.958 -0.108
C 2.2613 4.0067 -2.3940 0.942 -0.186 0.425
C 3.3624 3.1798 -2.3244 1.762 0.122 0.316
I 5.4083 4.1134 -2.2125 -2.015 -0.924 -0.213
C 3.2596 1.7376 -2.1964 -0.823 -0.289 -0.073
C 4.2857 0.7724 -2.2278 -0.391 0.348 0.264
C 3.9105 -0.5703 -2.1341 0.385 -0.171 -0.109
C 2.5836 -0.9836 -2.0488 0.246 -0.962 0.220
N 1.5387 -0.1522 -2.0566 -0.196 1.052 0.645
C 1.9338 1.1825 -2.1136 -1.650 1.362 -0.793
C 0.8250 2.0505 -2.2613 0.784 1.554 -0.610
O -0.3949 1.4548 -2.4140 0.545 -0.951 0.977
H 2.4016 5.0908 -2.4375 -0.114 -0.435 -0.038
H 5.3271 1.1081 -2.3092 -0.382 -0.369 -0.002
H 4.6688 -1.3507 -2.1433 -0.130 0.214 -0.008
H 2.3740 -2.0553 -1.9633 0.048 0.358 -0.070
O -4.9830 0.2369 -1.1571 0.328 0.054 -1.487
S -3.5972 0.0277 -0.9608 -3.485 1.345 1.717
O -2.9658 -1.1502 -1.6363 2.570 -0.206 -0.455
O -2.6844 1.1572 -1.3660 1.660 -1.762 0.528
C -3.6275 -0.2985 0.7987 0.510 -0.261 0.431
C -4.8655 -0.6250 1.4174 0.497 0.427 -1.253
C -4.8778 -1.1042 2.7171 0.425 0.226 0.092
C -3.6703 -1.1930 3.4135 0.042 0.020 0.466
C -2.4550 -0.7773 2.8575 -0.145 -0.297 0.101
C -2.4378 -0.3364 1.5227 0.578 -0.656 0.319
P -0.7781 0.0793 0.8559 0.599 0.287 0.667
C 0.5312 -0.7586 1.7690 0.323 -1.152 -0.312
C 1.2300 -1.8797 1.2537 0.196 0.485 0.223
C 2.2615 -2.4671 1.9899 -0.403 0.221 -0.057
C 2.5578 -1.9878 3.2818 0.304 -0.621 -0.698
C 1.8606 -0.9098 3.7870 -0.154 0.826 0.681
C 0.8604 -0.2736 3.0412 0.202 0.106 0.105
C -0.4252 1.7773 1.2666 -1.270 0.809 -0.049
C -1.5355 2.5974 1.5785 0.502 0.105 -0.305
C -1.3304 3.9434 1.8569 -0.465 -0.089 0.044
C -0.0479 4.4835 1.8103 0.351 0.348 0.310
C 1.0593 3.6724 1.5445 -0.108 -0.529 -0.173
C 0.8667 2.2990 1.2946 1.020 0.418 -0.439
H -5.7764 -0.4895 0.8269 0.328 -0.225 0.335
H -5.8171 -1.3890 3.1956 0.320 0.081 -0.205
H -3.6905 -1.5828 4.4365 0.124 0.189 -0.383
H -1.5276 -0.8549 3.4512 -0.715 0.080 -0.412
H 1.0451 -2.2368 0.2340 -0.021 0.078 0.430
H 2.8113 -3.2833 1.5174 -0.042 0.194 0.428
H 3.3656 -2.4425 3.8664 -0.381 0.165 -0.267
H 2.1326 -0.5029 4.7816 -0.294 -0.334 -0.756
H 0.3852 0.6376 3.4275 0.189 -0.543 -0.062
H -2.5403 2.1804 1.6015 0.199 0.177 -0.013
H -2.1990 4.5622 2.1061 0.446 -0.159 -0.073
H 0.1105 5.5488 2.0482 -0.143 -0.642 -0.245
H 2.0659 4.1111 1.5206 -0.485 -0.331 0.113
H 1.7439 1.6404 1.1159 -0.674 0.566 0.097
C -0.5181 -4.7722 -2.7997 0.569 0.566 -0.106
C -0.1275 -3.7883 -3.7279 -0.241 0.107 -0.360
C -0.2080 -2.4537 -3.3699 0.408 -1.386 0.356
N -0.5525 -2.1517 -2.0824 0.077 -2.580 -1.148
C -1.0374 -3.0648 -1.1757 1.097 0.046 -0.911
C -0.9507 -4.3842 -1.5242 -0.847 -0.681 0.545
H -0.4329 -5.8240 -3.0728 -0.166 0.220 0.129
H 0.2173 -4.0346 -4.7355 -0.242 -0.084 0.365
H 0.0241 -1.6363 -4.0744 0.050 -0.386 0.488
H -1.3811 -2.6814 -0.2058 0.097 -0.352 -0.461
H -1.3204 -5.0963 -0.7850 0.253 -0.086 -0.374
```
Forces are in eV/Å.

HOMO energy (alpha / beta)   -16.09 / -16.09 eV
Charge   +3
Kohn-Sham gap (alpha / beta)   4.72 / 4.72 eV
Largest force on an atom   6.80 eV/A

=====

> Look up the charge of the second one.

+3

=====

> Look up the charge of the second one.

+3

=====

> Which formula does entry 1 have?

C32H23FMoN5O8